(1)
Entry from the Open Molecules 2025 dataset: a structure of composition C4H6N2O at a distorted geometry (the ωB97M-V functional and the def2-TZVPD basis).

Energy relative to the best compared isomer or geometry (same formula, charge and spin): 91.6 kcal/mol
LUMO energy: 0.79 eV
HOMO: -0.257 Ha
Frontier orbital gap: 7.79 eV
2S+1: 1

Each line ends with the Mulliken charge.
CARTESIAN COORDINATES (ANGSTROEM)
1 N 2.162 -0.300 0.347  -0.4094
2 C 0.933 0.311 0.372  -0.0387
3 C -0.374 0.317 -1.087  -0.1448
4 O -0.825 1.001 -2.205  -0.4726
5 N -1.459 0.159 -0.311  -0.0090
6 C -1.266 -0.240 0.985  -0.3720
7 C 0.038 -0.225 1.347  -0.3663
8 H 2.196 -1.314 0.391  0.2038
9 H 2.956 0.113 -0.115  0.2095
10 H -0.229 0.929 -2.959  0.3708
11 H -2.367 0.485 -0.623  0.2347
12 H -2.104 -0.632 1.533  0.4041
13 H 0.339 -0.605 2.325  0.3898



(2)
Entry from the Open Molecules 2025 dataset: an isolated molecule of C4H6N2O at a distorted geometry (the ωB97M-V functional and the def2-TZVPD basis).

Energy relative to the best compared isomer or geometry (same formula, charge and spin): 164.8 kcal/mol
LUMO energy (spin up / spin down): 0.36 / 0.36 eV
HOMO (spin up / spin down): -0.308 / -0.308 Ha
Structure (SMILES): NN1C#COCC1
Frontier orbital gap (spin up / spin down): 8.73 / 8.73 eV
2S+1: 1

Each line ends with the Mulliken charge.
CARTESIAN COORDINATES (ANGSTROEM)
1 N 1.509 1.535 -0.032  -0.6856
2 N 0.232 0.987 -0.089  0.3466
3 C -0.516 0.841 0.957  0.0143
4 C -1.609 0.192 1.029  -0.3099
5 O -1.764 -1.094 0.719  -0.2095
6 C -0.606 -1.452 0.053  -0.5265
7 C -0.060 -0.242 -0.892  -0.5404
8 H 1.989 1.483 0.833  0.2471
9 H 1.529 2.530 -0.192  0.2377
10 H -0.724 -2.406 -0.445  0.3977
11 H 0.157 -1.814 0.758  0.3292
12 H 0.880 -0.648 -1.277  0.3748
13 H -1.018 0.085 -1.422  0.3244